This record from the Open Molecules 2025 dataset describes C24H30BCaN8O3Si as an isolated structure. The level of theory is ωB97M-V with the def2-TZVPD basis set.

For the total energy, the calculation gives -70436.947 eV. The calculation puts the HOMO energy (alpha / beta) at -7.62 / -8.90 eV. As for the expectation value of S²: 0.755. The value obtained for the HOMO-LUMO gap (alpha / beta) is 8.11 / 7.50 eV. For the energy relative to the best compared isomer or geometry (same formula, charge and spin), the calculation gives 0.128 eV. As for the molecular weight: 557.53 g mol⁻¹.

Geometry as ORCA input:
```
! RIJCOSX wB97M-V def2-TZVPD def2/J DEFGRID3
* xyz 0 2
Ca -0.5448 0.1664 -0.5154
C -0.7104 -3.9034 -2.0221
C -0.1709 -2.6247 -2.2007
N 0.1568 -2.0884 -1.0282
N -0.1488 -3.0028 -0.0818
C -0.6904 -4.0938 -0.6582
B -0.0522 -2.6567 1.4293
N -1.4064 -2.0420 1.8588
C -2.1984 -2.2691 2.9229
C -3.3013 -1.4474 2.8243
C -3.0955 -0.7263 1.6476
N -1.9565 -1.0876 1.0648
N 1.0972 -1.6288 1.6704
C 2.2533 -1.8431 2.3271
C 3.0053 -0.6911 2.2687
C 2.2154 0.1982 1.5369
N 1.0660 -0.3695 1.1875
N 0.3087 -3.9324 2.1881
C 1.1425 -4.9082 1.7435
C 1.4650 -5.7078 2.8105
C 0.7759 -5.1290 3.8927
N 0.0980 -4.0589 3.5182
H -1.0535 -4.5924 -2.7736
H 0.0161 -2.0715 -3.1107
H -1.0095 -4.9325 -0.0618
H -1.9106 -2.9915 3.6650
H -4.1294 -1.3810 3.5077
H -3.7134 0.0385 1.2014
H 2.4549 -2.7910 2.7971
H 3.9803 -0.5233 2.6906
H 2.4285 1.2123 1.2371
H 1.4547 -4.9463 0.7137
H 2.0944 -6.5805 2.8063
H 0.7465 -5.4469 4.9229
C -1.7421 2.6041 -4.1630
C -1.5239 1.3919 -3.2734
C -2.3664 0.2094 -3.7083
O -1.9423 1.7095 -1.9140
C -0.0078 1.0309 -3.2703
O 0.4582 0.5699 -4.3012
O 0.5899 1.2595 -2.1585
H -2.7979 2.8793 -4.1785
H -1.4090 2.3763 -5.1740
H -1.1578 3.4545 -3.8019
H -3.4192 0.4888 -3.7621
H -2.2693 -0.6267 -3.0087
H -2.0245 -0.1288 -4.6839
H -1.4079 2.4790 -1.6684
C 0.6251 3.2579 2.5566
Si -0.6602 3.0550 1.2194
C -0.5889 4.4270 -0.0565
C -2.3637 2.7760 1.9013
C -2.5353 2.3479 3.2232
C -3.7991 2.0892 3.7307
C -4.9169 2.2417 2.9230
C -4.7668 2.6505 1.6035
C -3.5035 2.9096 1.0967
H 0.3264 4.0710 3.2257
H 1.5930 3.5157 2.1251
H 0.7479 2.3508 3.1486
H -0.5001 5.3884 0.4587
H -1.4880 4.4741 -0.6739
H 0.2766 4.3114 -0.7108
H -1.6727 2.2124 3.8653
H -3.9110 1.7631 4.7569
H -5.9042 2.0385 3.3178
H -5.6370 2.7646 0.9696
H -3.4057 3.2118 0.0601
*
```

This record from the Open Molecules 2025 dataset describes a 2-piece molecular cluster, C4H11N3O2 overall at a distorted geometry. The level of theory is ωB97M-V with the def2-TZVPD basis set.

For the total energy, the calculation gives -12892.548 eV. The calculation puts the HOMO energy at -8.90 eV. Its SMILES is CN=C(N)N.CC(=O)O. The value obtained for the HOMO-LUMO gap is 9.72 eV. For the energy relative to the best compared isomer or geometry (same formula, charge and spin), the calculation gives 0.282 eV. As for the molecular weight: 133.15 g mol⁻¹.

Geometry as ORCA input:
```
! RIJCOSX wB97M-V def2-TZVPD def2/J DEFGRID3
* xyz 0 1
C 0.9415 -1.4397 -2.0966
N 0.7250 -0.7456 -0.8228
C 1.2679 -1.3043 0.2169
N 2.2159 -2.2955 0.1896
N 0.9518 -0.9122 1.4984
H 0.7489 -0.7294 -2.9004
H 0.2108 -2.2584 -2.1445
H 1.9590 -1.8235 -2.2397
H 2.5642 -2.5524 -0.7119
H 2.8068 -2.4405 0.9847
H 0.0643 -0.4303 1.6193
H 0.9144 -1.7367 2.0874
C -2.4084 2.7837 0.4551
C -1.5683 1.5152 0.3376
O -1.5276 0.7218 1.2510
O -0.7292 1.6061 -0.6897
H -3.3984 2.7763 0.0015
H -1.7885 3.5792 0.0615
H -2.6686 2.9423 1.5029
H -0.0633 0.8427 -0.7504
*
```

This record from the Open Molecules 2025 dataset describes a 11-piece molecular cluster, C46H112B4F16N7O8 overall at a distorted geometry. The level of theory is ωB97M-V with the def2-TZVPD basis set.

For the total energy, the calculation gives -122515.743 eV. The calculation puts the HOMO energy at -14.98 eV. The value obtained for the HOMO-LUMO gap is 10.44 eV. As for the molecular weight: 1238.66 g mol⁻¹.

Geometry as ORCA input:
```
! RIJCOSX wB97M-V def2-TZVPD def2/J DEFGRID3
* xyz 3 1
C 2.6877 0.4510 3.7524
O 1.4343 0.6416 3.1795
C 1.0331 -0.5016 2.4216
C -0.2159 -0.1275 1.6417
N 0.1107 0.8027 0.4234
H 0.8611 0.2705 -0.0951
H -0.7455 0.7973 -0.1188
C 0.7464 2.1230 0.7046
C 1.9935 2.3877 -0.1121
O 2.7842 1.1732 -0.1000
C 3.7856 1.2473 -1.0991
H 3.4158 0.1536 2.9650
H 2.5860 -0.3024 4.5515
H 2.8914 1.4177 4.1637
H 0.7513 -1.3306 3.1628
H 1.8023 -0.8122 1.6930
H -0.8631 0.4382 2.3444
H -0.7714 -0.9699 1.2302
H 0.8309 2.2673 1.7532
H 0.0115 2.9232 0.3791
H 2.5189 3.1792 0.4572
H 1.6077 2.6194 -1.1176
H 4.2607 0.2684 -1.0955
H 4.5761 1.9522 -0.7972
H 3.3653 1.5236 -2.1005
C 0.6170 6.4801 -1.2239
O -0.4200 6.0040 -0.3345
C -1.6510 5.9306 -1.0642
C -2.6545 5.3941 -0.0802
N -2.5708 6.1592 1.1997
H -1.5881 6.5466 1.2611
H -3.2252 6.9467 1.1445
C -2.6228 5.3253 2.4733
C -1.2516 4.7931 2.7492
O -0.3477 5.8757 2.7038
C 1.0568 5.5051 2.9898
H 0.2685 7.3433 -1.7333
H 0.8040 5.7337 -1.9877
H 1.4853 6.7528 -0.6962
H -1.5915 5.1576 -1.8842
H -1.9235 6.9233 -1.4817
H -2.3205 4.3867 0.1756
H -3.6710 5.3833 -0.4234
H -3.3871 4.5410 2.3445
H -2.9594 5.9610 3.2609
H -0.9962 4.0258 1.9817
H -1.2812 4.2960 3.7271
H 1.5897 6.4585 3.1613
H 1.5016 4.9542 2.1843
H 1.1692 4.8753 3.8972
C 4.7841 -1.7328 7.8593
O 3.4112 -1.6574 8.2978
C 2.7359 -2.8195 8.7039
C 1.2973 -2.3541 9.0219
N 0.8512 -1.6781 7.7494
H 1.6736 -1.2023 7.3686
H 0.5053 -2.3229 7.0447
C -0.2470 -0.5819 7.9700
C -0.2881 0.4330 6.8550
O 1.0403 0.7841 6.3969
C 1.8211 1.5233 7.3757
H 5.3050 -0.9185 8.3798
H 4.8767 -1.6103 6.7659
H 5.2695 -2.6200 8.2184
H 3.1770 -3.2958 9.5798
H 2.6565 -3.4979 7.8743
H 1.3473 -1.5935 9.8091
H 0.6089 -3.1912 9.2791
H -0.0001 -0.1061 8.9135
H -1.2391 -1.0658 8.1367
H -0.7742 1.3689 7.2213
H -0.7097 0.0315 5.9409
H 2.7673 1.6944 6.8887
H 1.8902 0.9553 8.3301
H 1.2911 2.4710 7.7171
C -1.8142 -0.0649 -6.6834
C -1.8360 -1.1917 -5.6543
C -2.5062 -0.8888 -4.3396
C -3.9531 -0.4484 -4.5983
N -4.5835 0.4287 -3.4891
C -6.0485 0.9217 -3.9291
C -6.2088 2.2312 -3.1216
C -4.7459 2.8168 -3.2308
C -3.7746 1.6943 -3.2182
C -4.6996 -0.3609 -2.1828
C -5.4329 -1.6904 -2.1309
C -5.5180 -2.2609 -0.7018
H -1.0223 -0.2120 -7.4585
H -1.7170 0.8919 -6.1511
H -2.7130 0.1031 -7.2937
H -0.7656 -1.4699 -5.4978
H -2.2908 -2.0665 -6.2114
H -1.9910 -0.0479 -3.8562
H -2.5346 -1.7224 -3.6510
H -4.6957 -1.2021 -4.9247
H -3.9237 0.2956 -5.4509
H -6.6784 0.0767 -3.7578
H -6.0298 1.0496 -5.0057
H -6.4614 2.0104 -2.1057
H -7.0077 2.8006 -3.6549
H -4.5120 3.5703 -2.4945
H -4.5949 3.4149 -4.1426
H -3.2073 1.6294 -2.2553
H -3.0902 1.7586 -4.0897
H -5.1995 0.3477 -1.5174
H -3.6657 -0.4123 -1.8563
H -4.9826 -2.5486 -2.6932
H -6.4702 -1.4065 -2.3713
H -5.9830 -1.5004 0.0215
H -4.5274 -2.5860 -0.3664
H -6.0828 -3.2120 -0.7092
C 8.2531 -5.3977 -4.3190
C 6.9957 -5.8915 -3.5408
C 5.7839 -4.9858 -3.7924
C 4.6458 -5.3825 -2.9317
N 3.5033 -4.3847 -2.6795
C 2.3801 -5.0161 -1.9104
C 1.4714 -5.6400 -3.0204
C 2.0438 -5.0994 -4.3572
C 2.8670 -3.9556 -3.9605
C 4.0399 -3.1216 -1.8859
C 4.2124 -3.3521 -0.3494
C 4.8998 -2.1259 0.2880
H 8.2625 -5.3962 -5.3896
H 9.0115 -6.0748 -4.0120
H 8.5941 -4.4307 -3.9912
H 7.2910 -5.8747 -2.4980
H 6.6896 -6.8889 -3.7808
H 5.3800 -4.8676 -4.8114
H 6.1067 -3.9221 -3.6089
H 5.0008 -5.6085 -1.9426
H 4.1880 -6.3083 -3.3314
H 1.7501 -4.1863 -1.3993
H 2.6867 -5.7761 -1.1595
H 0.4247 -5.3555 -2.7987
H 1.6969 -6.6877 -2.9919
H 1.1870 -4.8458 -4.9675
H 2.6311 -5.7488 -4.9464
H 2.3420 -3.0483 -3.7757
H 3.6449 -3.6638 -4.6158
H 3.2502 -2.4541 -2.0756
H 4.9195 -2.8561 -2.4273
H 4.8490 -4.2367 -0.3299
H 3.2226 -3.4606 0.1389
H 5.8372 -1.7433 -0.1283
H 5.1957 -2.3679 1.3169
H 4.1964 -1.3117 0.4353
C 1.7669 1.8349 -6.6561
C 2.3777 3.1728 -6.4125
O 3.4744 3.4028 -6.2178
N 1.3468 4.3158 -6.5152
H 0.7884 4.2003 -7.3953
H 0.5822 4.1046 -5.8161
C 1.9248 5.7042 -6.3746
H 2.3968 1.0677 -7.1025
H 0.8588 1.9130 -7.2938
H 1.4310 1.4645 -5.6570
H 2.3814 5.7674 -5.3873
H 1.1559 6.4556 -6.4674
H 2.7208 5.8481 -7.1446
C -3.9529 -1.5727 3.2049
C -5.0260 -1.6299 4.3081
O -5.8527 -0.9107 4.6818
N -5.0329 -3.1042 4.9940
H -4.3051 -3.7700 4.5987
H -4.8488 -2.8736 5.9865
C -6.4746 -3.7496 5.0136
H -4.2378 -2.3354 2.4207
H -2.9865 -1.8672 3.6549
H -3.9813 -0.6168 2.7144
H -7.0848 -3.1880 5.7243
H -6.2399 -4.7246 5.3666
H -6.8825 -3.7044 4.0095
B -1.5364 -2.8050 5.9260
F -0.5238 -2.0580 5.3559
F -0.9967 -3.3634 7.0463
F -2.6583 -2.0216 6.2827
F -2.0203 -3.8126 5.0475
B 0.3625 -1.3107 -1.9105
F 1.0389 -0.2545 -2.4095
F -0.9566 -0.8697 -1.6749
F 0.3934 -2.3705 -2.7489
F 0.9230 -1.6733 -0.6673
B -0.2366 3.0880 -3.8872
F 0.2086 1.8932 -3.6337
F -0.6470 3.1323 -5.2318
F -1.4065 3.4734 -3.1567
F 0.7302 4.0413 -3.6972
B -3.3690 1.7953 0.6320
F -2.2543 1.8771 -0.2820
F -3.7440 0.4897 0.7454
F -2.9088 2.3248 1.8748
F -4.4254 2.5787 0.2450
*
```

This record from the Open Molecules 2025 dataset describes one molecule with the formula C3H5NO2S at a distorted geometry. The level of theory is ωB97M-V with the def2-TZVPD basis set.

For the total energy, the calculation gives -19605.466 eV. The calculation puts the HOMO energy (alpha / beta) at -5.08 / -9.43 eV. As for the expectation value of S²: 2.014. The value obtained for the HOMO-LUMO gap (alpha / beta) is 5.13 / 6.07 eV. For the energy relative to the best compared isomer or geometry (same formula, charge and spin), the calculation gives 2.465 eV. As for the molecular weight: 119.14 g mol⁻¹.

Geometry as ORCA input:
```
! RIJCOSX wB97M-V def2-TZVPD def2/J DEFGRID3
* xyz 0 3
C -1.6459 0.2239 -0.1701
C -0.7464 -0.8731 -0.7065
C 0.3523 -0.4319 0.1699
N -0.9325 0.6170 0.9237
O -2.7782 0.6243 -0.4848
O 2.9293 0.3761 0.2221
S 1.6195 0.4642 -0.7681
H -1.0654 -1.9517 -0.5257
H -0.4531 -0.6140 -1.7741
H 0.8128 -0.9609 0.9257
H -0.9135 1.5887 1.1569
H 2.8210 0.9373 1.0311
*
```